(1)
88
Properties=species:S:1:pos:R:3:forces:R:3 method="wB97M-V/def2-TZVPD" gap_ev="6.8 / 6.7"
Mo -0.793 0.107 0.554 -1.47 0.56 0.27
C -4.855 -2.255 2.152 0.04 -0.01 0.01
C -3.834 -3.161 1.445 0.05 0.13 0.01
C -3.797 -2.853 -0.049 0.00 -0.05 0.00
C -2.519 -3.185 2.237 -0.15 0.02 0.01
C -2.612 -3.886 3.444 -0.02 -0.02 0.02
C -1.555 -4.005 4.318 0.06 0.03 -0.02
C -0.333 -3.445 3.979 -0.04 -0.09 0.08
C -0.172 -2.762 2.785 0.13 0.04 -0.07
C 1.225 -2.286 2.413 -0.04 0.03 0.07
C 1.896 -1.485 3.530 -0.07 0.02 -0.02
C 2.092 -3.474 1.990 -0.01 -0.02 0.00
C -1.282 -2.607 1.936 -0.05 0.16 -0.18
N -1.044 -1.877 0.696 0.07 -1.02 -0.14
C -0.696 -2.697 -0.333 -0.05 0.16 0.21
C -0.140 -2.048 -1.389 0.00 0.30 0.04
N -0.033 -0.702 -1.245 0.30 -0.48 -0.61
C 0.868 -0.119 -2.216 -0.03 -0.11 0.31
C 2.240 -0.440 -2.156 0.04 -0.06 0.10
C 3.083 0.058 -3.145 0.02 -0.02 -0.09
C 2.592 0.840 -4.177 -0.02 -0.01 0.03
C 1.248 1.172 -4.196 -0.03 -0.02 -0.04
C 0.371 0.727 -3.210 -0.14 0.16 -0.08
C -1.083 1.168 -3.250 0.11 0.02 -0.11
C -1.203 2.685 -3.432 0.06 -0.03 -0.10
C -1.846 0.408 -4.338 0.03 0.00 0.01
C 2.862 -1.294 -1.057 0.02 0.01 -0.10
C 3.294 -2.664 -1.596 -0.01 0.05 0.03
C 4.069 -0.603 -0.409 -0.01 -0.01 -0.03
H -4.517 -1.220 2.156 -0.01 0.01 -0.01
H -5.007 -2.563 3.188 0.00 0.01 -0.02
H -5.818 -2.299 1.637 0.04 0.00 0.02
H -4.214 -4.182 1.533 -0.01 -0.06 0.00
H -4.815 -2.921 -0.442 0.03 0.00 0.01
H -3.184 -3.565 -0.601 0.01 0.02 0.01
H -3.431 -1.850 -0.258 0.02 -0.03 0.00
H -3.563 -4.346 3.692 0.02 0.00 0.00
H -1.671 -4.544 5.249 0.00 0.00 -0.02
H 0.514 -3.562 4.644 -0.02 0.01 -0.02
H 1.146 -1.619 1.556 -0.03 0.02 -0.07
H 2.167 -2.120 4.376 -0.01 0.00 0.00
H 1.238 -0.693 3.890 0.02 -0.01 -0.01
H 2.814 -1.025 3.157 0.01 -0.02 0.01
H 2.161 -4.201 2.802 0.03 0.01 -0.02
H 3.105 -3.143 1.743 -0.02 0.00 0.00
H 1.674 -3.980 1.117 0.01 0.01 0.02
H -0.803 -3.767 -0.241 -0.03 -0.02 -0.02
H 0.244 -2.534 -2.275 0.05 -0.05 -0.01
H 4.139 -0.184 -3.115 -0.04 0.02 0.01
H 3.255 1.200 -4.954 -0.02 0.00 0.02
H 0.871 1.794 -4.997 0.00 0.03 0.02
H -1.537 0.916 -2.294 -0.01 -0.04 0.04
H -0.685 3.028 -4.328 0.03 -0.01 -0.04
H -0.786 3.213 -2.573 -0.01 -0.02 -0.03
H -2.251 2.971 -3.535 0.21 -0.04 -0.07
H -1.459 0.657 -5.331 -0.02 -0.01 0.03
H -2.907 0.668 -4.310 0.03 0.00 -0.02
H -1.758 -0.673 -4.200 -0.01 0.03 0.00
H 2.117 -1.447 -0.279 -0.08 -0.04 0.04
H 3.978 -2.536 -2.439 -0.01 -0.02 0.02
H 2.448 -3.261 -1.936 -0.03 0.02 -0.02
H 3.816 -3.231 -0.823 -0.02 0.01 0.01
H 4.929 -0.596 -1.081 -0.01 0.01 0.01
H 4.363 -1.142 0.494 0.01 0.00 -0.02
H 3.847 0.428 -0.133 0.00 -0.02 0.02
O 2.011 2.889 -1.395 -0.06 -0.09 -0.08
As 1.570 2.277 0.217 0.29 0.46 0.16
O -0.733 0.144 2.213 0.51 -0.11 0.51
O -0.072 1.688 -0.144 0.42 0.37 -0.15
C 1.389 4.164 0.804 -0.35 -0.01 -0.14
C 2.637 4.772 0.789 0.00 0.00 -0.06
C 2.785 6.133 1.022 0.06 0.02 0.02
C 1.675 6.921 1.263 -0.02 0.04 -0.02
C 0.417 6.338 1.310 0.08 -0.05 -0.06
C 0.282 4.973 1.091 0.13 0.06 0.20
S -1.302 4.310 1.496 0.11 -0.30 0.00
O -1.074 3.091 2.206 -0.14 0.10 0.03
O -2.127 5.333 2.070 0.09 -0.13 -0.02
O -1.881 3.993 0.046 -0.18 0.08 -0.06
H 2.082 2.156 -2.025 0.09 0.07 0.03
H 3.514 4.172 0.572 0.03 0.04 0.00
H 3.773 6.575 1.012 -0.01 -0.02 -0.02
H 1.785 7.984 1.436 -0.02 -0.03 0.00
H -0.463 6.921 1.542 0.01 0.00 0.02
S -3.126 0.705 0.757 0.17 -0.07 0.10
S -4.055 0.732 -1.019 -0.03 0.18 -0.15
S -3.922 2.838 -1.611 -0.17 -0.23 0.15
S -3.630 3.900 -0.020 0.07 0.06 0.02



(2)
85
Properties=species:S:1:pos:R:3:forces:R:3 method="wB97M-V/def2-TZVPD" gap_ev="6.4 / 6.3" s2=0.761 total_charge=+2 multiplicity=2
Re -0.265 -0.327 0.379 0.31 0.65 0.03
C 1.091 0.007 -2.817 -0.06 0.05 0.02
C 2.251 -0.740 -2.223 0.04 -0.03 -0.02
C 3.022 -1.522 -3.075 -0.03 -0.02 0.00
C 4.153 -2.179 -2.624 -0.01 0.02 0.03
C 4.557 -2.007 -1.314 -0.04 0.04 -0.03
C 3.835 -1.215 -0.423 -0.09 -0.04 -0.04
C 4.463 -0.999 0.929 -0.08 0.09 0.00
C 2.642 -0.635 -0.880 0.10 -0.10 -0.01
N 1.769 0.136 -0.001 0.32 0.31 0.07
C 2.153 1.346 0.331 -0.21 -0.44 -0.13
C 3.465 1.980 0.000 -0.02 -0.13 0.04
C 1.077 2.215 0.813 -0.13 0.05 0.01
C 1.346 3.602 1.287 0.03 -0.01 0.01
N -0.113 1.725 0.616 0.15 -0.02 -0.15
C -1.205 2.670 0.451 0.04 0.06 -0.07
C -1.141 3.516 -0.669 -0.03 0.02 0.11
C -0.060 3.460 -1.716 -0.01 0.01 0.02
C -2.151 4.460 -0.818 0.00 -0.06 0.01
C -3.191 4.550 0.088 0.01 -0.02 0.00
C -3.245 3.679 1.164 0.02 -0.04 0.04
C -2.254 2.727 1.366 -0.10 -0.06 -0.03
C -2.313 1.829 2.566 0.03 0.01 0.05
H 0.632 -0.571 -3.618 0.00 0.00 0.00
H 1.436 0.946 -3.259 0.00 0.00 -0.01
H 0.311 0.256 -2.099 0.02 -0.01 -0.03
H 2.725 -1.606 -4.113 0.00 0.00 -0.02
H 4.736 -2.791 -3.297 0.01 -0.01 -0.01
H 5.474 -2.468 -0.968 0.02 -0.01 0.01
H 4.555 -1.936 1.477 0.00 -0.02 0.02
H 3.931 -0.284 1.550 -0.06 0.05 0.03
H 5.473 -0.612 0.793 0.01 0.00 0.00
H 4.041 1.385 -0.700 0.02 -0.05 0.00
H 4.059 2.130 0.904 0.02 0.00 0.04
H 3.297 2.965 -0.435 -0.02 0.00 -0.01
H 2.239 3.615 1.912 0.00 0.01 0.00
H 0.500 3.990 1.849 -0.02 -0.01 0.00
H 1.524 4.281 0.450 0.02 0.00 0.01
H 0.477 2.516 -1.729 0.02 -0.04 0.00
H 0.665 4.267 -1.581 0.00 0.00 -0.01
H -0.500 3.597 -2.703 -0.01 0.00 -0.02
H -2.123 5.122 -1.674 0.00 0.01 -0.02
H -3.967 5.288 -0.049 -0.02 0.02 0.00
H -4.065 3.738 1.867 -0.02 0.01 0.01
H -3.304 1.855 3.014 -0.02 0.00 0.01
H -1.601 2.159 3.326 -0.03 -0.02 0.00
H -2.091 0.791 2.304 0.03 0.10 0.07
C -2.707 -1.685 -2.301 -0.05 0.08 0.03
C -2.936 -0.470 -1.413 0.16 -0.27 -0.28
O -1.809 -0.222 -0.596 -0.26 -0.11 0.38
C -3.124 0.792 -2.295 0.03 0.05 0.07
F -1.932 1.171 -2.780 0.10 0.01 -0.04
F -3.921 0.540 -3.323 -0.07 -0.03 -0.05
F -3.627 1.807 -1.599 0.00 0.06 0.04
C -4.175 -0.649 -0.499 0.01 0.07 -0.06
F -4.274 -1.920 -0.089 0.05 -0.10 0.03
F -5.287 -0.354 -1.156 -0.05 0.03 -0.02
F -4.091 0.124 0.590 -0.06 -0.03 -0.07
H -1.921 -1.465 -3.022 0.01 0.01 0.00
H -3.619 -1.936 -2.840 0.00 0.01 -0.01
H -2.416 -2.537 -1.694 0.00 -0.05 0.05
C 1.825 -1.980 2.752 -0.06 -0.07 0.02
S 0.320 -1.003 2.606 0.12 -0.08 0.14
C 0.714 0.267 3.826 -0.02 0.08 -0.12
H 1.804 -2.499 3.709 -0.05 0.00 -0.01
H 2.692 -1.336 2.703 0.08 0.01 -0.02
H 1.839 -2.708 1.943 0.00 0.02 -0.03
H 1.517 0.922 3.493 0.01 0.01 -0.02
H 1.024 -0.272 4.719 0.01 0.03 0.02
H -0.184 0.834 4.048 0.02 0.00 -0.05
C 1.194 -3.716 -0.962 0.02 0.10 -0.12
C -0.127 -3.586 -0.331 0.01 -0.06 0.17
C -1.044 -4.683 -0.246 -0.03 0.00 0.02
C -2.031 -4.309 0.605 0.01 0.03 -0.06
C -1.728 -2.979 1.026 0.09 -0.09 0.09
C -2.486 -2.284 2.088 -0.05 0.02 0.01
N -0.577 -2.527 0.410 -0.27 -0.07 -0.15
H 1.707 -4.560 -0.490 0.03 -0.01 -0.04
H 1.806 -2.831 -0.867 0.05 0.09 0.02
H 1.092 -3.975 -2.019 0.00 0.00 -0.02
H -0.909 -5.630 -0.743 0.01 -0.05 -0.01
H -2.881 -4.877 0.944 -0.02 -0.02 0.01
H -2.030 -2.526 3.053 -0.03 0.04 -0.01
H -3.508 -2.651 2.109 -0.05 -0.01 0.00
H -2.500 -1.199 1.989 0.00 -0.08 -0.01